Record 1
The following is a quantum chemistry calculation of a structure of composition C9H14AlCl2F2Li at a distorted geometry, from OMol25.

```
29
Properties=species:S:1:pos:R:3:mulliken_charge:R:1
C 3.3454 -0.1629 0.7185 -0.627
C 2.0853 -0.4545 1.1501 -0.419
Al 0.3904 -0.0475 0.1033 -0.209
C -1.1087 -0.9601 1.1567 -0.267
Cl -0.7216 -2.6228 1.8223 -0.119
C -2.3457 -0.5065 1.4287 0.325
C -3.3894 -1.2304 2.2569 -1.229
Cl -2.8174 1.0424 0.8023 -0.124
C 0.6071 -1.0523 -1.6710 0.368
C -0.1061 -0.3447 -2.8247 -1.149
F 1.9453 -1.3202 -2.0002 -0.328
C 0.2354 1.9570 -0.1022 0.389
C 1.5597 2.6305 -0.5082 -1.222
F -0.7042 2.2898 -1.1565 -0.365
H 3.6340 0.8837 0.6400 0.269
H 4.0805 -0.9329 0.4795 0.225
H 1.9991 -0.9561 2.1257 0.287
H -4.0761 -0.5177 2.7023 0.346
H -2.9348 -1.8347 3.0363 0.357
H -3.9566 -1.9045 1.5942 0.328
H 0.1100 -2.0405 -1.5560 0.164
H -0.1850 -0.9557 -3.7259 0.361
H 0.4362 0.5818 -3.0175 0.243
H -1.0966 -0.0313 -2.4805 0.272
H -0.1350 2.4212 0.8179 0.398
H 1.8876 3.2892 0.2963 0.279
H 2.3227 1.9233 -0.8282 0.171
H 1.3527 3.2747 -1.3656 0.350
Li -2.4141 -2.4185 0.1054 0.926
```

LUMO (eV): -1.59
HOMO-LUMO gap (eV): 4.676
Highest occupied orbital energy (eV): -6.27


Record 2
The following is a quantum chemistry calculation of a cluster of 2 separate species, C9H14BrN3O3P in total at a distorted geometry, from OMol25.

```
31
Properties=species:S:1:pos:R:3:mulliken_charge:R:1
C -2.8565 0.0600 -3.0284 -0.916
P -1.3112 -0.9757 -2.5971 0.297
C -1.4547 -2.7615 -3.3619 -0.930
C -1.1223 -1.2900 -0.7231 -0.094
C -2.0844 -2.2296 0.2156 0.032
N -1.7907 -2.4348 1.7166 -0.126
Br -2.9796 -3.6070 2.6463 0.143
C -0.6100 -1.7894 2.4396 -0.142
C 0.4500 -0.8091 1.6509 -0.468
C 0.1679 -0.5619 0.0281 0.311
C 1.2313 0.3976 -0.8096 0.237
O 0.8687 1.3860 -1.6477 -0.424
O 2.7102 0.2033 -0.6440 -0.430
H -3.0114 1.0148 -2.3650 0.313
H -3.8426 -0.6041 -3.0965 0.297
H -2.6888 0.4643 -4.1384 0.323
H -1.1326 -2.6374 -4.4817 0.351
H -2.5715 -3.0828 -3.2199 0.291
H -0.7154 -3.4398 -2.7270 0.299
H -2.9997 -2.7912 -0.2674 0.377
H -0.3902 -1.9959 3.5944 0.365
H 1.3860 -0.3203 2.2069 0.412
H 3.0708 1.1506 -0.5130 0.449
C 3.1133 3.3558 2.0680 0.706
O 4.0663 3.4127 1.3070 -0.632
N 3.1297 3.9040 3.2963 -0.395
N 1.9614 2.7400 1.7462 -0.272
H 2.3549 3.8676 3.9371 0.161
H 3.9782 4.3774 3.5781 0.244
H 1.9072 2.3139 0.8303 0.036
H 1.1658 2.6827 2.3593 0.186
```

LUMO (eV): -5.82
HOMO-LUMO gap (eV): 5.872
Net charge: +1
Highest occupied orbital energy (eV): -11.69


Record 3
The following is a quantum chemistry calculation of an isolated molecule of C9H14BrNO2S at a distorted geometry, from OMol25.

```
28
Properties=species:S:1:pos:R:3:mulliken_charge:R:1
H 3.3907 -0.4285 -2.7931 0.238
N 3.0307 -0.7205 -1.9584 -0.545
C 3.2561 0.1394 -1.0749 0.595
Br 4.5718 1.5568 -1.3400 -0.219
C 2.7158 0.1263 0.2405 0.036
C 1.9177 -0.7733 0.8439 -0.817
S 1.2936 -2.3943 0.5943 -0.210
C 0.2294 -2.3771 -0.9542 -0.627
C -0.8252 -1.3423 -0.8465 0.530
O -1.6727 -1.2825 -1.6664 -0.525
O -0.7194 -0.6409 0.2666 -0.178
C -1.4501 0.5550 0.4347 1.258
C -2.8333 0.1071 1.0931 -1.432
C -0.7258 1.3693 1.6444 -1.312
C -1.5112 1.4822 -0.7547 -1.655
H 2.7648 1.0761 0.7129 0.285
H 1.6529 -0.5613 1.8613 0.517
H 0.7460 -2.3183 -1.8393 0.376
H -0.1675 -3.4076 -0.9040 0.378
H -2.4936 -0.3353 2.0580 0.329
H -3.3618 1.0337 1.4181 0.389
H -3.4649 -0.4661 0.4186 0.362
H -0.8335 2.4401 1.5033 0.374
H 0.3389 1.2297 1.6235 0.204
H -1.1360 1.0156 2.5520 0.394
H -0.4810 1.5993 -1.1936 0.287
H -2.1677 0.9954 -1.5248 0.387
H -2.0647 2.3219 -0.4153 0.580
```

LUMO (eV): -0.22
HOMO-LUMO gap (eV): 8.570
Highest occupied orbital energy (eV): -8.79


Record 4
The following is a quantum chemistry calculation of a structure of composition C9H14CaN4O3S4, from OMol25.

```
35
Properties=species:S:1:pos:R:3:mulliken_charge:R:1
Ca -0.7287 -1.2601 -1.1113 1.429
N 1.1191 -2.7935 -0.3186 -0.376
C 2.3829 -2.0989 -0.6135 -0.374
C 2.3005 -1.2231 -1.8794 0.564
O 3.1659 -1.3855 -2.7672 -0.804
N 1.2884 -0.3701 -1.8524 -0.597
C 1.0318 0.4102 -3.0454 -0.244
C -0.4442 0.4110 -3.5203 0.463
O -0.8414 1.3852 -4.1703 -0.740
O -1.1450 -0.6174 -3.2148 -0.940
H 1.0359 -2.9645 0.6866 0.042
H 1.0883 -3.6881 -0.7938 0.167
H 3.2246 -2.7848 -0.7380 0.307
H 2.5917 -1.4522 0.2417 0.179
H 1.6309 0.0486 -3.8904 0.345
H 1.2966 1.4626 -2.8973 0.214
S -2.7071 -2.8995 0.2170 -0.566
S -2.5332 -2.3206 2.2235 -0.177
S -1.0158 -3.3379 3.1295 -0.126
S 0.7558 -2.2149 3.0303 -0.684
C 0.3736 1.9781 3.5736 -1.158
C -0.3491 1.7541 2.2877 0.548
C -1.0721 2.6059 1.4673 -0.987
C -1.5067 1.8002 0.3993 0.542
N -1.0922 0.5534 0.5739 -0.247
N -0.3772 0.5498 1.7080 0.677
C -2.3004 2.1845 -0.8066 -1.319
H -0.0316 2.8511 4.0856 0.335
H 1.4387 2.1484 3.4022 0.217
H 0.2772 1.1068 4.2226 0.315
H -1.2504 3.6586 1.6149 0.365
H -0.0634 -0.3529 2.1147 -0.196
H -2.7836 3.1496 -0.6464 0.356
H -3.0778 1.4459 -1.0079 0.288
H -1.6819 2.2600 -1.7047 0.179
```

LUMO (eV): 4.82
HOMO-LUMO gap (eV): 6.092
Net charge: -2
Highest occupied orbital energy (eV): -1.27


Record 5
The following is a quantum chemistry calculation of a structure of composition C9H14Cl12I2NP, from OMol25.

```
39
Properties=species:S:1:pos:R:3:mulliken_charge:R:1
C 3.0999 1.5073 -0.3883 -1.446
C 2.8756 0.7228 0.9003 -0.249
I 4.5480 -0.5936 1.1612 0.097
C 1.4829 0.0653 0.9904 -0.538
I 1.3253 -1.4954 2.4571 0.123
P 0.8144 -0.6934 -0.5757 0.142
C -1.0151 -0.5689 -0.2759 -0.027
C -1.4822 0.6705 0.4292 -0.276
N -1.4181 1.8535 -0.0143 -0.350
H 3.1389 0.8571 -1.2602 0.457
H 2.3103 2.2539 -0.5150 0.306
H 4.0507 2.0332 -0.3337 0.461
H 2.9518 1.4179 1.7325 0.401
H 0.8198 0.8159 1.4139 0.505
H 0.8901 0.4609 -1.3884 -0.182
H -1.4746 -0.6078 -1.2680 0.482
H -1.3380 -1.4632 0.2570 -0.290
H -1.8954 0.5367 1.4313 0.424
H -1.0114 1.8697 -0.9536 -0.060
C -1.2321 4.9346 0.6295 0.690
Cl 0.4989 5.2719 0.7855 -0.152
Cl -2.1338 5.6622 1.9576 -0.142
Cl -1.8336 5.5063 -0.9298 -0.146
H -1.3705 3.8580 0.6584 -0.137
C -3.6354 -4.3930 1.4302 -0.031
Cl -4.9980 -3.2735 1.4323 -0.128
Cl -3.5697 -5.3070 -0.0742 -0.124
Cl -2.1190 -3.5372 1.7134 -0.059
H -3.7773 -5.0936 2.2422 0.321
C -1.9712 2.5186 -4.5131 0.073
Cl -1.4390 3.2961 -5.9964 -0.119
Cl -2.9161 1.0710 -4.8480 -0.121
Cl -0.5880 2.1328 -3.4777 -0.103
H -2.5989 3.2134 -3.9705 0.250
C 2.9883 -5.0024 1.8705 0.531
Cl 3.1688 -6.0927 3.2460 -0.135
Cl 4.4517 -4.9690 0.8906 -0.130
Cl 1.5819 -5.4343 0.8997 -0.109
H 2.8199 -4.0047 2.2538 -0.208
```

LUMO (eV): -0.17
HOMO-LUMO gap (eV): 9.085
Highest occupied orbital energy (eV): -9.25


Record 6
The following is a quantum chemistry calculation of a cluster of 2 separate species, C9H14ClNO2 in total at a distorted geometry, from OMol25.

```
27
Properties=species:S:1:pos:R:3:mulliken_charge:R:1
C 3.3676 2.4776 -0.2010 -0.866
C 3.0759 1.2724 0.2572 -0.481
C 1.7652 0.7978 0.0933 0.643
C 1.4295 -0.5085 0.2746 0.176
C -1.0691 1.1036 -0.8368 -0.071
C -1.0511 0.1840 1.5530 -1.474
C -2.7246 -0.5515 -0.2617 -1.679
C -0.6677 -2.5093 -0.2875 -1.165
C -1.2595 -0.1613 -0.0078 1.690
N -0.3858 -1.1148 -0.5806 -0.271
O -0.3915 0.6913 -1.9264 -0.575
O -1.5322 2.2117 -0.6804 -0.611
Cl 2.2943 -1.7297 0.9421 -0.168
H 4.3119 2.9408 0.0637 0.266
H 2.6391 3.0065 -0.7300 0.336
H 3.9001 0.7091 0.6855 0.238
H 1.0311 1.5557 -0.2603 0.042
H -1.7780 1.0226 1.6760 0.366
H -1.2616 -0.5868 2.2854 0.331
H -0.0160 0.3037 1.7300 0.440
H -3.2144 -1.0308 0.5376 0.412
H -2.7175 -1.3237 -1.1192 0.331
H -3.3192 0.3793 -0.3732 0.434
H -1.0700 -3.0324 -1.2234 0.335
H 0.2433 -3.1138 -0.2939 0.346
H -1.3653 -2.7334 0.4590 0.376
H -0.2346 -0.2601 -1.7752 0.599
```

LUMO (eV): -0.15
HOMO-LUMO gap (eV): 8.680
Highest occupied orbital energy (eV): -8.83


Record 7
The following is a quantum chemistry calculation of a cluster of 2 separate species, C9H14F12N2O3S3 in total at a distorted geometry, from OMol25.

```
43
Properties=species:S:1:pos:R:3:mulliken_charge:R:1
F 3.3602 -2.4261 -1.1580 -0.284
C 2.8503 -1.3017 -0.3399 0.700
F 2.0873 -0.2744 -1.0822 -0.249
C 1.7536 -1.9840 0.7237 -0.663
C 0.6977 -3.0084 0.0095 -0.901
N -0.7382 -2.5271 -0.0418 -0.061
C -0.9474 -1.3720 -1.0439 -0.616
C -1.2149 0.0715 -0.3115 -0.499
N -2.5282 -0.0130 0.4711 0.088
S -2.5291 1.1225 1.8022 -0.154
C -2.7727 -1.4020 1.0181 -0.807
C -1.3625 -2.2502 1.3150 -0.334
C 4.0728 -0.7447 0.5902 0.672
F 3.5926 -0.2423 1.9318 -0.257
F 4.9216 -1.9490 0.9264 -0.246
S 5.2132 0.5006 -0.1961 1.121
F 5.7425 0.9980 1.3954 -0.315
F 6.5136 -0.6661 -0.1314 -0.305
F 4.9211 -0.0257 -1.7972 -0.282
F 4.0427 1.7494 -0.2498 -0.257
F 6.3517 1.6227 -0.8359 -0.275
H 1.2582 -1.0624 1.2726 0.307
H 2.4247 -2.5370 1.5418 0.523
H 0.6862 -3.9973 0.6785 0.307
H 0.9816 -3.3586 -1.0696 0.461
H -1.2990 -3.3321 -0.4553 0.445
H -0.0950 -1.3702 -1.8490 0.361
H -1.9498 -1.6293 -1.6392 0.393
H -0.3168 0.4724 0.3228 0.305
H -1.4126 0.8622 -1.1827 0.254
H -1.3018 1.8326 1.7386 0.188
H -3.3928 -2.0380 0.2222 0.285
H -3.4316 -1.3830 1.9907 0.405
H -0.7293 -1.5595 2.0154 0.254
H -1.5971 -3.2504 1.8751 0.382
C -4.4569 5.2204 -1.5939 0.483
F -4.3140 6.4543 -1.0118 -0.224
F -5.7629 5.1533 -2.0083 -0.226
F -3.7044 5.2604 -2.7403 -0.225
S -3.9791 3.8174 -0.4556 1.251
O -4.8756 3.9288 0.7033 -0.675
O -2.5680 4.0488 -0.1173 -0.666
O -4.1918 2.5893 -1.2334 -0.665
```

LUMO (eV): -3.18
HOMO-LUMO gap (eV): 4.598
Highest occupied orbital energy (eV): -7.78


Record 8
The following is a quantum chemistry calculation of a cluster of 2 separate species, C9H14F2O2S in total at a distorted geometry, from OMol25.

```
28
Properties=species:S:1:pos:R:3:mulliken_charge:R:1
C 2.9840 0.8909 -0.4475 -0.974
C 2.1293 0.4121 -1.6402 -1.054
C 2.1234 -1.3664 -0.0369 -1.009
C 1.1908 0.4555 1.0889 -1.434
C 2.5244 -0.1225 0.6992 0.012
C 1.2030 -0.6477 -1.0551 0.011
C 0.1784 -0.0460 0.0285 0.192
C -4.3389 0.1710 1.0411 -1.201
C -3.4164 0.8488 0.0427 0.603
O -2.8725 -2.1121 0.1823 -0.511
O -0.7199 -0.9903 0.5230 -0.390
F -2.6583 1.8331 0.4561 -0.252
F -4.0963 1.2321 -1.0924 -0.306
S -1.9629 -1.2510 -0.5086 0.525
H 4.1321 0.8783 -0.6953 0.271
H 2.7577 1.8560 -0.2404 0.421
H 1.5011 1.0423 -2.2248 0.475
H 2.7206 -0.0208 -2.3413 0.480
H 2.9647 -2.0079 -0.6432 0.265
H 1.6884 -2.1502 0.5085 0.433
H 0.7282 0.0529 2.1276 0.261
H 1.3350 1.4773 1.2587 0.472
H 3.1786 -0.3552 1.4347 0.627
H 0.5544 -1.1067 -1.8601 0.480
H -0.2000 0.8401 -0.5413 0.437
H -5.2169 -0.0771 0.5819 0.384
H -3.9257 -0.6104 1.5698 0.366
H -4.4864 0.8737 1.7840 0.417
```

LUMO (alpha / beta) (eV): 0.21 / -0.14
HOMO-LUMO gap (alpha / beta) (eV): 8.330 / 8.139
Highest occupied orbital energy (alpha / beta) (eV): -8.12 / -8.28


Number 1: total energy -1721.2713 a.u.. Number 2: total energy -3656.0965 a.u.. Number 3: total energy -3528.7047 a.u.. Number 4: total energy -3066.7335 a.u.. Number 5: total energy -6865.0862 a.u.. Number 6: total energy -1016.5817 a.u.. Number 7: total energy -3079.1209 a.u.. Number 8: total energy -1099.5718 a.u..